# 1
The following is a DFT calculation (ωB97M-V/def2-TZVPD) of C4H6N2 in the gas phase.

As for the net charge: 0. Its SMILES is Cc1cnc[nH]1. For the HOMO energy, the calculation gives -8.33 eV. Its relative energy (zero: lowest compared OMol25 entry of this formula, charge and spin) is 71.4 kJ/mol. For the total energy, the calculation gives -7224.85142 eV. The frontier orbital gap is 9.175 eV.

The geometry in XYZ format:
```
12
Properties=species:S:1:pos:R:3:forces:R:3:lowdin_charge:R:1
C 0.19702 -1.12788 1.84363 -0.07 -0.27 0.29 -0.067
C -0.01242 -0.23447 0.62319 -1.00 -0.43 -0.78 -0.302
C -1.00418 0.68075 0.15944 2.45 -1.76 0.32 -0.127
N -0.70638 1.14577 -1.11018 2.26 -1.81 0.43 0.025
C 0.43603 0.48265 -1.44265 -2.17 0.53 0.24 -0.193
N 0.81026 -0.46514 -0.48316 0.32 2.51 -1.36 0.054
H 1.13952 -0.84377 2.43346 -1.71 0.05 -0.40 0.088
H -0.77392 -1.23597 2.45609 1.84 0.41 -0.68 0.098
H 0.47258 -2.15213 1.49433 -0.51 0.60 0.09 0.067
H -1.91168 0.89541 0.67694 -0.27 0.45 0.20 0.085
H 0.90850 0.67133 -2.42233 -0.04 -0.53 0.90 0.112
H 1.73922 -0.90551 -0.58680 -1.10 0.24 0.73 0.160
```
Forces are in eV/Å.

# 2
The following is a DFT calculation (ωB97M-V/def2-TZVPD) of C5H9FN2 in the gas phase.

As for the net charge: 0. For the HOMO energy (spin up / spin down), the calculation gives -7.86 / -7.87 eV. Its relative energy (zero: lowest compared OMol25 entry of this formula, charge and spin) is 473.1 kJ/mol. For the total energy, the calculation gives -11023.60885 eV. The frontier orbital gap (spin up / spin down) is 8.557 / 8.558 eV.

The geometry in XYZ format:
```
17
Properties=species:S:1:pos:R:3:forces:R:3:lowdin_charge:R:1
C -0.19544 -0.97477 1.03896 -0.81 2.52 -2.77 -0.100
C -1.21623 1.12830 -0.07425 -0.04 0.49 -0.07 -0.233
C 0.45441 1.00301 -0.06579 -3.46 -1.04 -1.38 -0.316
C -0.37565 -2.32655 1.47528 -2.03 0.17 0.52 -0.032
C 1.01219 0.75679 -1.49911 -0.05 -1.40 0.81 -0.049
N 0.63428 -0.15058 0.72134 0.19 -1.69 1.03 0.101
N -1.98958 -0.06152 -0.07624 1.85 0.14 3.20 -0.061
F -1.80603 -0.76052 -1.24014 0.37 -0.68 -2.15 -0.147
H -1.56597 1.52804 0.91535 0.59 0.19 -0.89 0.116
H -1.43416 1.82584 -0.91114 -0.06 -0.35 0.39 0.111
H 0.76572 1.84575 0.49015 0.94 1.08 0.04 0.112
H 0.20144 -2.36690 2.34720 0.77 -0.57 1.72 0.068
H 0.05381 -3.01837 0.78111 -0.14 -0.43 -0.60 0.091
H -1.46873 -2.47330 1.72000 1.35 -0.24 -0.44 0.118
H 0.85941 1.52972 -2.23813 -0.51 0.26 0.09 0.070
H 0.72191 -0.27020 -1.90357 -0.12 1.54 0.62 0.103
H 2.06420 0.68209 -1.35910 1.16 -0.01 -0.12 0.049
```
Forces are in eV/Å.

# 3
The following is a DFT calculation (ωB97M-V/def2-TZVPD) of C5H8OS2 in the gas phase.

As for the net charge: 0. For the HOMO energy (spin up / spin down), the calculation gives -6.46 / -9.45 eV. Its relative energy (zero: lowest compared OMol25 entry of this formula, charge and spin) is 68.2 kJ/mol. As for the expectation value of S²: 2.008. For the total energy, the calculation gives -29027.96864 eV. As for the spin multiplicity: 3. The frontier orbital gap (spin up / spin down) is 7.038 / 8.891 eV.

The geometry in XYZ format:
```
16
Properties=species:S:1:pos:R:3:forces:R:3:lowdin_charge:R:1
C -0.25613 -0.16746 -1.83629 -0.39 1.58 0.30 -0.201
C 0.11047 -1.34789 -0.99494 -0.81 -2.21 -1.36 -0.163
C -0.31767 -1.12469 0.49233 -3.42 -2.87 0.62 -0.251
C 0.20725 0.01078 1.32585 -0.14 0.96 -0.92 -0.345
C 0.06682 1.30781 0.54294 1.37 1.11 1.83 -1.081
O -0.50562 0.18155 -2.93934 0.54 -1.27 0.21 0.093
S -1.40918 2.15713 0.90898 0.11 -0.17 -0.38 0.733
S 1.56822 2.33118 0.37635 0.03 -3.17 -1.38 0.649
H -0.55190 -2.20313 -1.52885 1.26 1.46 1.55 0.164
H 1.15431 -1.69831 -1.20265 -0.59 0.61 0.37 0.123
H -1.46032 -1.17178 0.44445 1.15 1.12 -0.19 0.125
H -0.32887 -2.05196 1.15547 1.15 0.57 -1.16 0.126
H -0.29248 0.16652 2.31547 0.27 -0.69 -0.73 0.119
H 1.24203 -0.22237 1.48276 0.71 0.24 0.42 0.082
H -1.50857 2.67362 -0.31313 -0.25 0.39 -0.23 -0.127
H 2.28165 1.15900 -0.22941 -0.99 2.33 1.07 -0.047
```
Forces are in eV/Å.

# 4
The following is a DFT calculation (ωB97M-V/def2-TZVPD) of 2 unconnected molecules or ions with the total composition C2H3NO3.

As for the net charge: -2. For the HOMO energy (spin up / spin down), the calculation gives 2.02 / 2.00 eV. Its relative energy (zero: lowest compared OMol25 entry of this formula, charge and spin) is 44.8 kJ/mol. For the total energy, the calculation gives -9750.97045 eV. The frontier orbital gap (spin up / spin down) is 4.861 / 4.878 eV.

The geometry in XYZ format:
```
9
Properties=species:S:1:pos:R:3:forces:R:3:lowdin_charge:R:1
C -1.16965 1.66141 -0.09651 1.05 -2.44 1.47 -0.855
C -0.49265 0.17785 0.13747 -0.89 2.97 -0.16 -0.036
N 2.63727 -2.54329 0.51259 0.18 -2.21 -1.93 -0.380
O -2.16813 1.77802 -0.78502 -2.28 -0.42 -1.51 -0.111
O 2.66574 -3.49941 -0.39046 0.00 1.99 1.94 -0.598
O -0.51037 2.55448 0.40424 1.52 2.28 1.17 -0.109
H 0.47753 0.39586 0.55294 0.05 -0.55 0.68 0.039
H -0.33542 0.07825 -0.88735 0.45 -1.42 -1.89 0.015
H -1.10432 -0.60319 0.55211 -0.08 -0.20 0.21 0.035
```
Forces are in eV/Å.

no.,largest force on an atom (eV Å⁻¹)
1,3.04
2,3.87
3,4.50
4,3.10